Molecular formula: C29H78O11
Method: DFT, ωB97M-V with the def2-TZVPD basis set

Results
Lowest unoccupied orbital energy ... 0.3 eV
SMILES ... CC(C)O.CC(C)O.CC(C)O.CC(C)O.CC(C)O.CC(C)O.CC(C)O.CC(C)O.CC(C)O.OCCO
Multiplicity ... 1
HOMO-LUMO gap ... 9.721 eV
Electronic energy ... -1978.6376 Ha
HOMO level ... -9.46 eV

Geometry (Å):
C1 1.38301 4.63151 2.95803
C2 2.02514 3.47535 2.19298
C3 3.56574 3.55739 2.25465
O1 1.57675 2.23068 2.51578
H1 1.49289 4.41695 3.85635
H2 0.31458 4.62920 2.68475
H3 1.88780 5.50480 2.65452
H4 1.88406 3.57820 1.09000
H5 3.96043 4.44610 1.90759
H6 4.09564 2.76646 1.71560
H7 3.56936 3.43245 3.38119
H8 1.55622 1.89825 1.57552
C4 5.54806 -1.52894 0.68998
C5 5.24121 -0.55907 2.02615
C6 6.25055 0.53266 2.31413
O2 4.00688 0.01448 1.72392
H9 5.67090 -0.89425 -0.06437
H10 4.87619 -2.15747 0.37484
H11 6.49810 -1.94330 0.80481
H12 5.18810 -1.12200 3.05737
H13 7.13301 -0.25452 2.69875
H14 6.05023 1.21723 3.25326
H15 6.69012 1.16442 1.44430
H16 3.52858 0.24978 2.40399
C7 0.49537 -1.92621 -4.43320
C8 -1.04040 -1.81126 -4.73424
C9 -1.44734 -3.07849 -5.60555
O3 -1.73185 -1.71533 -3.53338
H17 0.79604 -0.96526 -4.13337
H18 1.11097 -2.24329 -5.28335
H19 0.72603 -2.61916 -3.66849
H20 -1.22371 -0.70939 -5.37090
H21 -1.24246 -3.22050 -6.62747
H22 -2.48753 -2.92347 -5.88874
H23 -1.56583 -3.83636 -5.04618
H24 -2.41597 -1.23410 -3.78200
C10 -2.11844 3.80976 1.28122
C11 -2.69669 2.72303 2.17322
C12 -1.86382 2.43383 3.41597
O4 -3.94110 3.04975 2.55883
H25 -1.13045 3.40027 0.99620
H26 -2.23948 4.86561 1.82985
H27 -2.91131 3.88036 0.46639
H28 -2.93451 1.88997 1.71905
H29 -0.94552 1.95523 2.97614
H30 -2.41213 1.62460 4.17079
H31 -1.54386 3.34065 4.04292
H32 -4.49523 2.22354 2.35497
C13 -2.67960 -3.77217 4.40890
C14 -2.64007 -2.21667 4.29377
C15 -2.44562 -1.59952 2.83091
O5 -4.00655 -1.88519 4.71579
H33 -3.43114 -4.27252 5.24763
H34 -1.47531 -4.07067 4.45537
H35 -2.89503 -4.18069 3.47125
H36 -1.91463 -1.87629 4.83681
H37 -1.47190 -1.57075 2.63945
H38 -2.75095 -0.64860 2.69865
H39 -3.04036 -2.18957 2.23208
H40 -4.03598 -1.51400 5.56581
C16 -3.08017 -4.95023 -0.36287
C17 -2.96464 -3.89860 -1.43530
C18 -3.33282 -2.58041 -0.85864
O6 -1.54889 -3.82908 -1.71797
H41 -4.30252 -5.31895 -0.21222
H42 -2.76468 -5.01264 0.62861
H43 -2.63427 -5.91428 -0.68223
H44 -3.72693 -4.05247 -2.24562
H45 -3.11336 -1.75120 -1.68067
H46 -2.72382 -2.20505 -0.17504
H47 -4.34751 -2.39383 -0.64285
H48 -1.23108 -3.17162 -2.54242
C19 -3.80410 3.88009 -2.50889
C20 -2.29999 3.76307 -2.85312
C21 -1.94316 2.47144 -3.44916
O7 -2.00650 4.90074 -3.76446
H49 -4.33286 3.61963 -3.42634
H50 -4.18672 4.84041 -2.17038
H51 -3.93546 2.90029 -1.95491
H52 -1.62688 3.94761 -1.89288
H53 -2.08576 1.76490 -2.75465
H54 -1.05873 2.32218 -3.51350
H55 -2.64556 2.19315 -4.25815
H56 -1.72178 5.52214 -3.11617
C22 1.04088 -1.33720 -0.04419
C23 0.98237 0.07604 -0.65253
C24 -0.37345 0.64695 -0.51229
O8 1.89865 0.83690 0.06069
H57 1.76007 -1.73444 -0.56657
H58 0.12584 -2.04226 -0.26945
H59 0.92087 -1.46184 1.03340
H60 1.16730 0.13167 -1.50128
H61 -1.19095 0.34288 -1.20221
H62 -0.57105 1.85810 -0.67141
H63 -0.66608 0.71426 0.53879
H64 2.47574 0.26487 0.36080
C25 3.68483 4.23935 -1.72640
C26 3.47950 3.10068 -2.71764
C27 1.95153 2.92248 -3.26498
O9 4.13573 3.34092 -3.92934
H65 3.07979 4.40673 -0.80151
H66 3.46117 5.07636 -2.38211
H67 4.75464 4.27262 -1.14452
H68 3.71383 2.05682 -2.39569
H69 1.73945 3.85696 -3.94674
H70 1.38056 3.07224 -2.20923
H71 1.64075 1.99510 -3.76219
H72 4.18452 2.53111 -4.48295
O10 0.38779 -4.87937 -0.02536
C28 0.40856 -5.81231 1.05918
C29 0.06344 -5.11608 2.35731
O11 0.17904 -5.94936 3.45564
H73 -0.56251 -4.64471 -0.33303
H74 -0.29637 -6.60544 0.73526
H75 1.36002 -6.14384 1.22961
H76 -1.00938 -4.81174 2.50147
H77 0.78242 -4.19288 2.55475
H78 -0.61844 -6.46238 3.45536

Forces on atoms 1 to 2 (eV/Å):
C -1.710 -0.578 -8.399
C 1.717 2.591 -3.250

---

Molecular formula: C29H79N5O8
Method: DFT, ωB97M-V with the def2-TZVPD basis set

Results
Lowest unoccupied orbital energy ... 0.3 eV
SMILES ... COC[C@H](C)N.COC[C@H](C)N.COC[C@H](C)N.COC[C@H](C)N.COC[C@H](C)N.CC(C)O.CC(C)O.CC(C)O
Multiplicity ... 1
HOMO-LUMO gap ... 8.960 eV
Electronic energy ... -2027.8370 Ha
HOMO level ... -8.68 eV

Geometry (Å):
C1 6.24617 3.78817 -1.90378
O1 5.38877 2.68314 -1.92346
C2 5.30978 1.93732 -0.69070
C3 4.38493 2.54455 0.33132
C4 4.36101 1.57319 1.57144
N1 3.01535 2.82220 -0.08328
H1 6.12230 4.34324 -2.83365
H2 7.25528 3.38065 -1.84253
H3 5.99152 4.45189 -1.07751
H4 4.81038 1.01095 -0.97451
H5 6.28113 1.68687 -0.26425
H6 4.78736 3.52118 0.60029
H7 3.76953 1.94572 2.40779
H8 5.37215 1.39387 1.93686
H9 3.88006 0.60645 1.42246
H10 2.46858 2.00816 -0.32512
H11 3.02107 3.34265 -0.94884
C5 3.16409 -1.66792 -5.93092
O2 1.97194 -1.14273 -5.30360
C6 2.19070 -0.68526 -4.00350
C7 0.86790 -0.27496 -3.30067
C8 1.04760 0.37301 -1.93268
N2 0.04084 -1.43381 -3.07393
H12 4.02706 -1.01475 -5.80149
H13 2.87561 -1.74394 -6.97930
H14 3.56125 -2.65049 -5.67611
H15 2.69117 -1.43729 -3.39352
H16 2.88107 0.15793 -4.02676
H17 0.36485 0.34115 -4.04597
H18 1.47873 1.36182 -2.08923
H19 1.60184 -0.20037 -1.18962
H20 0.11928 0.58517 -1.40228
H21 0.40745 -2.01696 -2.33527
H22 0.16840 -2.02512 -3.88275
C9 -5.60335 -3.78439 -2.63467
O3 -5.14491 -2.43615 -2.70760
C10 -3.80479 -2.19450 -2.26020
C11 -3.49050 -0.65379 -2.26026
C12 -3.60147 0.02711 -3.63759
N3 -2.27634 -0.28037 -1.58935
H23 -5.15931 -4.39421 -3.42147
H24 -6.67428 -3.84440 -2.82863
H25 -5.36241 -4.27107 -1.68960
H26 -3.66749 -2.53960 -1.23543
H27 -3.06130 -2.66925 -2.90045
H28 -4.34794 -0.25341 -1.71933
H29 -2.79456 -0.35357 -4.26375
H30 -3.45217 1.10418 -3.56182
H31 -4.58682 -0.13250 -4.07544
H32 -1.51213 -0.72195 -2.08035
H33 -2.24765 0.69200 -1.86096
C13 -1.16224 3.35527 -2.43575
O4 -2.41842 3.29598 -1.70478
C14 -2.28626 4.05675 -0.47808
C15 -3.54269 4.02677 0.40885
C16 -3.31043 4.78252 1.65527
N4 -4.05854 2.68718 0.73308
H34 -0.98533 4.37385 -2.78115
H35 -1.12354 2.72338 -3.32306
H36 -0.29505 2.95282 -1.91218
H37 -1.42809 3.70284 0.09324
H38 -2.16858 5.12020 -0.68624
H39 -4.32705 4.56699 -0.12127
H40 -2.45463 4.42350 2.22694
H41 -4.19456 4.74765 2.29182
H42 -3.15384 5.85416 1.53212
H43 -3.35410 2.03698 1.05106
H44 -4.36751 2.25708 -0.12695
C17 1.47172 -4.29626 1.35918
O5 1.00207 -5.57883 0.95778
C18 1.99383 -6.57535 1.25728
C19 1.31020 -8.01773 1.03735
C20 2.10448 -9.15284 1.70835
N5 1.22082 -8.46411 -0.31869
H45 1.67043 -4.12246 2.41672
H46 0.71479 -3.62263 0.95745
H47 2.40159 -4.12945 0.81547
H48 2.89267 -6.55744 0.64093
H49 2.35257 -6.52303 2.28523
H50 0.30281 -8.00036 1.45324
H51 1.61451 -10.11681 1.57127
H52 2.23476 -8.99379 2.77878
H53 3.10497 -9.41594 1.36495
H54 0.71426 -7.77141 -0.85130
H55 2.08599 -8.41135 -0.83715
C21 -2.86643 -2.68684 1.88189
C22 -2.56101 -2.32609 3.35102
C23 -3.57030 -1.36924 3.94920
O6 -2.47964 -3.47293 4.14679
H56 -3.82919 -3.17255 1.72285
H57 -2.03531 -3.25464 1.46363
H58 -2.83143 -1.79828 1.25157
H59 -1.55638 -1.90508 3.39059
H60 -3.66016 -0.39240 3.47400
H61 -3.24950 -1.07820 4.94944
H62 -4.54704 -1.85202 3.98082
H63 -3.37759 -3.80970 4.10366
C24 -0.05375 6.04087 2.64952
C25 1.14755 6.41924 3.55880
C26 1.94507 5.25653 4.01638
O7 1.92632 7.29859 2.88920
H64 -0.48752 6.90686 2.14952
H65 -0.79049 5.39498 3.12717
H66 0.22611 5.39664 1.81602
H67 0.69360 6.86403 4.44434
H68 2.45446 5.37261 4.97300
H69 2.64984 4.81189 3.31375
H70 1.17780 4.48880 4.11637
H71 2.33013 6.89309 2.11841
C27 -0.73369 1.52789 2.90007
C28 -0.57360 0.99138 1.46531
C29 0.17030 -0.34526 1.40569
O8 -1.90659 0.74464 1.08855
H72 0.18642 1.97373 3.27786
H73 -1.13698 0.81285 3.61713
H74 -1.44991 2.34873 2.93679
H75 -0.13542 1.73293 0.79731
H76 1.24845 -0.18930 1.36863
H77 -0.10436 -0.91151 0.51574
H78 0.01378 -1.06333 2.21067
H79 -1.93293 0.27714 0.25048

Forces on atoms 1 to 2 (eV/Å):
C 0.071 -0.257 0.126
O -0.815 -0.838 0.453